(1)
Here is a cluster of 2 separate species, C2H5NS3 in total in a non-equilibrium geometry from the Open Molecules 2025 dataset. Energies are from wB97M-V/def2-TZVPD.

Structure (XYZ):
```
11
Properties=species:S:1:pos:R:3:mulliken_charge:R:1
C 1.08464 0.56722 0.56940 -0.702
C -0.21593 0.64006 0.31269 0.473
H 1.11378 -1.56508 -0.69964 0.092
H 1.23172 -0.15849 1.35004 0.357
H 1.60938 1.55470 0.83515 0.356
H -0.47785 -1.62569 0.07853 0.352
H -2.25488 0.60765 -1.42628 0.178
N -0.85681 -0.54295 0.50219 -0.334
S 2.08024 -0.43847 -0.67602 -0.136
S -0.95193 1.86040 -0.48927 -0.386
S -2.36235 -0.89935 -0.35678 -0.251
```

The energy above the lowest of the compared OMol25 structures with the same formula, charge and spin is 88.5 kcal per mole. The HOMO energy is -0.3228 Eh. As for the net charge: 0. The value obtained for the total energy is -36146.4230 eV.

(2)
Here is a structure of composition C30H42MgN6OSSi in a non-equilibrium geometry from the Open Molecules 2025 dataset. Energies are from wB97M-V/def2-TZVPD.

Structure (XYZ):
```
82
Properties=species:S:1:pos:R:3:mulliken_charge:R:1
Mg -0.15009 -0.10612 -1.31742 1.893
C -2.09924 0.41754 -0.56529 -0.552
Si -1.81407 0.86601 0.99512 -0.349
C -0.26161 1.90295 0.76173 -0.727
N 0.61444 1.18133 0.15857 0.280
C 1.70009 2.01259 -0.68859 -0.484
C 2.56602 2.91656 0.22707 -0.694
C 3.06651 2.16748 1.48191 -1.068
C 3.05533 0.66367 1.23373 -0.728
C 1.57677 0.22845 0.99602 -0.238
C -3.22760 1.91329 1.60372 0.840
C -3.59510 3.05011 0.85169 -0.770
C -4.65544 3.85263 1.29370 -0.679
C -5.34719 3.53317 2.45783 -0.560
C -4.98640 2.40061 3.19366 -0.735
C -3.92160 1.59975 2.76574 -0.367
C -1.54360 -0.55143 2.17718 1.050
C -1.13061 -0.27505 3.49498 -0.577
C -0.94907 -1.31969 4.40216 -0.960
C -1.18630 -2.64054 4.01327 -0.879
C -1.59810 -2.91679 2.70740 -0.509
C -1.77330 -1.87332 1.78903 -0.698
H -2.50447 1.12394 -1.35905 0.484
H -2.92560 -0.53654 -0.76193 0.409
H 0.09370 2.34073 1.71234 0.063
H -0.59264 2.72600 0.09869 0.884
H 1.15473 2.62413 -1.43955 0.185
H 2.38732 1.36488 -1.28911 0.456
H 2.01069 3.81708 0.56791 0.246
H 3.42134 3.26282 -0.39256 0.473
H 2.37260 2.35130 2.33134 0.275
H 4.06249 2.55724 1.78198 0.515
H 3.47330 0.10067 2.09689 0.473
H 3.69148 0.44259 0.34914 0.217
H 1.08894 0.18875 1.98749 0.481
H 1.58145 -0.81327 0.60445 -0.877
H -3.07199 3.31224 -0.05093 0.337
H -4.94094 4.72650 0.71495 0.384
H -6.16969 4.15446 2.79243 0.366
H -5.52125 2.15388 4.10545 0.397
H -3.66776 0.72594 3.35664 0.230
H -0.94986 0.74323 3.81186 0.580
H -0.62959 -1.10644 5.41555 0.445
H -1.05318 -3.44768 4.72125 0.443
H -1.78734 -3.94041 2.40586 0.397
H -2.09951 -2.11308 0.78709 1.783
C 1.46528 -1.16277 -6.01054 -1.179
C 0.93070 0.08628 -5.39946 1.009
N 0.77964 1.21571 -6.04105 -0.917
N 0.26388 2.07740 -5.09130 0.135
C 0.12112 1.41317 -3.88204 0.202
S -0.44606 1.98657 -2.44566 -0.693
N 0.55471 0.14080 -4.10576 0.122
N 0.55260 -0.79410 -3.11838 -0.556
H 1.70948 -0.99580 -7.06290 0.353
H 0.71745 -1.95723 -5.93743 0.270
H 2.36769 -1.47569 -5.47813 0.275
H 0.03925 3.04285 -5.29681 0.198
H -0.02682 -1.71159 -3.39317 0.433
H 1.56197 -1.24778 -2.95059 0.722
O -1.13974 -1.87115 -1.39822 -0.852
C -0.73330 -3.16497 -0.98047 -1.123
C -0.55905 -3.24258 0.53501 -0.961
C 0.20571 -2.06947 1.15353 -0.205
C 1.54842 -1.84462 0.51772 0.350
C 2.71098 -2.36142 1.08089 -0.567
C 3.92300 -2.14033 0.43226 -0.805
C 3.93890 -1.42049 -0.75656 -1.854
C 2.73500 -0.94900 -1.25053 0.223
N 1.54697 -1.14553 -0.64133 -0.211
H -2.05264 -1.60739 -0.79137 -0.004
H 0.20003 -3.41184 -1.49590 0.396
H -1.48571 -3.88808 -1.31123 0.561
H -0.06821 -4.19060 0.78610 0.323
H -1.55219 -3.26841 1.00095 0.661
H 0.32475 -2.24008 2.23055 1.329
H -0.38463 -1.14901 1.06187 -0.921
H 2.68040 -2.92560 2.00678 0.490
H 4.84710 -2.52820 0.85041 0.435
H 4.86522 -1.23254 -1.28685 0.398
H 2.68840 -0.38516 -2.17747 0.298
H 1.40567 0.63647 -1.73435 -0.476
```

The HOMO energy (spin up / spin down) is -0.1646 / -0.1648 Eh. As for the net charge: 0. The value obtained for the total energy is -66916.6623 eV.

(3)
Here is the molecule C6H9ISi in a non-equilibrium geometry from the Open Molecules 2025 dataset. Energies are from wB97M-V/def2-TZVPD.

Structure (XYZ):
```
17
Properties=species:S:1:pos:R:3:mulliken_charge:R:1
C 0.28169 -1.74696 -1.71518 -0.669
C -0.49272 2.36929 -1.37602 -0.675
C 1.12617 -0.46665 2.51304 -0.633
C -0.27899 -1.76883 -0.54444 -0.320
C 0.12749 1.35321 -0.74323 -0.205
C -0.10814 -0.10014 2.09048 -0.357
Si -0.61928 -0.01064 0.23865 0.523
I -3.11032 0.16981 0.30338 -0.232
H 0.73362 -2.59468 -2.19722 0.278
H 0.59935 -0.78403 -2.13477 0.222
H 0.05613 2.89650 -2.09612 0.292
H -1.62824 2.54828 -1.36658 0.117
H 1.59640 -0.35420 3.50027 0.284
H 1.83731 -0.52703 1.71416 0.197
H -0.56982 -2.59239 -0.02242 0.425
H 1.25462 1.30718 -0.89139 0.371
H -0.80527 0.30127 2.72739 0.381
```

The energy above the lowest of the compared OMol25 structures with the same formula, charge and spin is 0.0 kcal per mole. The HOMO energy is -0.3432 Eh. As for the net charge: 0. Its SMILES is C=C[Si](I)(C=C)C=C. The value obtained for the total energy is -22344.7599 eV.